Here is a molecular structure, C20H52CrO28Tl from OMol25. Energies are from ωB97M-V/def2-TZVPD.

Each line ends with the Mulliken charge.
Cartesian coordinates (Å):
1 Tl 2.10138 3.05659 -3.23424  0.9746
2 Cr -0.13320 0.62617 -0.09758  0.5272
3 O -2.86428 3.17227 -2.21369  -0.3481
4 C -1.72353 2.63266 -1.92650  0.5400
5 O -0.70903 3.05812 -2.44038  -0.5837
6 O -1.68045 1.72748 -1.08566  -0.2388
7 H -2.54069 3.88411 -2.77062  0.2860
8 O 1.81169 4.15264 1.62334  -0.5060
9 C 1.27710 3.07732 0.93573  0.4486
10 O 1.70550 2.71432 -0.18794  -0.7570
11 O 0.38144 2.33960 1.35663  -0.5574
12 H 1.30290 4.07612 2.43383  0.3324
13 O -1.90535 -1.82853 -3.47409  -0.3408
14 C -1.00420 -2.53765 -4.13423  0.8645
15 O -0.83419 -3.72561 -3.85117  -0.3962
16 O -0.49239 -1.97072 -5.10927  -0.3602
17 H -1.98436 -1.13210 -4.13010  0.1256
18 O 1.90030 -1.73037 -2.19419  -0.0726
19 C 1.65925 -0.46914 -2.60601  -0.3060
20 O 2.04967 -0.04166 -3.65226  -0.6440
21 O 1.15363 0.33020 -1.78431  -0.0380
22 H 2.41355 -2.21361 -2.84584  0.2411
23 C -2.59108 -0.94861 -0.31396  -0.7034
24 C -2.50469 -0.68201 1.27660  0.1367
25 O -1.49567 0.33479 1.49233  0.5098
26 O -1.21851 -1.21099 -0.70868  0.1733
27 H -3.03374 -0.21635 -0.98919  -0.0944
28 H -3.29058 -1.75833 -0.52169  0.6787
29 H -2.19816 -1.65364 1.66400  -0.2498
30 H -3.48203 -0.51278 1.72854  0.5539
31 H -1.47009 0.58784 2.41802  -0.3398
32 H -1.31394 -1.60082 -1.58076  -0.1895
33 C -3.80787 5.10304 0.34405  0.2421
34 C -4.81040 4.69714 1.39027  -0.4764
35 O -5.68267 5.78656 1.55501  -0.5936
36 O -2.88781 6.10494 0.80376  -0.5561
37 H -4.26528 5.54755 -0.53985  0.3827
38 H -3.29154 4.18452 0.06507  -0.2342
39 H -4.36155 4.49693 2.36318  0.2844
40 H -5.41915 3.83995 1.10261  0.2914
41 H -5.25119 6.59941 1.82834  0.3164
42 H -2.80756 6.77608 0.12204  0.3445
43 C -0.10671 -4.53018 2.00305  0.1538
44 C -0.65762 -3.53300 3.08558  -0.6434
45 O -0.12969 -2.27397 2.81498  -0.4317
46 O -1.05154 -4.49607 0.88983  -0.6253
47 H 0.04249 -5.54217 2.37950  0.5630
48 H 0.91849 -4.32781 1.69304  -0.4393
49 H -0.19641 -3.91200 3.99757  0.3831
50 H -1.72463 -3.53515 3.30828  0.3245
51 H -0.44655 -1.60484 3.42610  -0.1704
52 H -1.02040 -3.63312 0.47036  0.2672
53 C 6.43424 0.51584 -1.96031  -0.9215
54 C 5.06086 0.63616 -2.68841  0.2637
55 O 4.42593 1.59619 -1.85550  -0.3506
56 O 7.24487 1.67595 -2.21145  -0.4823
57 H 6.78499 -0.36633 -2.49591  0.4432
58 H 6.37356 0.20349 -0.91779  0.3721
59 H 4.52875 -0.31294 -2.62398  -0.1608
60 H 5.04754 0.94765 -3.73287  0.2864
61 H 5.09853 1.77442 -1.19411  0.2804
62 H 8.00794 1.39329 -2.72080  0.3177
63 C 3.13672 -4.29386 -0.21336  -0.2504
64 C 3.37502 -4.91292 1.18594  -0.6810
65 O 3.63749 -3.83589 2.07165  -0.4167
66 O 1.83832 -3.64331 -0.33462  -0.3414
67 H 3.28057 -4.94813 -1.07320  0.3751
68 H 3.89096 -3.53301 -0.41420  0.2803
69 H 4.31506 -5.46365 1.15227  0.4848
70 H 2.61575 -5.63255 1.49210  0.3155
71 H 4.13864 -4.24130 2.78305  0.2722
72 H 2.12027 -2.77364 -0.62748  -0.0191
73 C -1.80548 0.25952 5.25291  -0.5126
74 C -0.29385 0.38541 5.28860  -0.6598
75 O 0.38517 0.11938 4.07207  -0.2561
76 O -2.13631 -1.08991 5.06360  -0.4949
77 H -2.23004 0.73932 4.37107  0.1394
78 H -2.21557 0.76922 6.12476  0.4358
79 H 0.01273 -0.24132 6.12604  0.4087
80 H -0.12104 1.41416 5.60468  0.4198
81 H 1.17133 -0.31582 4.40995  0.1925
82 H -1.89458 -1.66543 5.79295  0.3469
83 C 3.43250 0.35412 1.85091  -0.6952
84 C 2.63445 -0.74703 1.24623  0.0046
85 O 1.28881 -0.51025 1.11484  2.9802
86 O 2.69169 1.02091 2.90306  -0.5562
87 H 3.38752 1.17267 1.13254  0.2416
88 H 4.41693 -0.02813 2.12089  0.4751
89 H 2.54699 -1.55663 1.97080  0.1455
90 H 3.08754 -1.23398 0.38270  0.1107
91 H 0.88399 -1.24885 1.57548  -0.7157
92 H 1.77653 0.89564 2.64157  -0.1716
93 C -3.18664 1.20881 -5.07715  -0.1998
94 C -4.54293 1.18652 -4.21396  -0.0318
95 O -5.79747 1.00042 -4.81742  -0.5259
96 O -3.06631 -0.08227 -5.62903  -0.5828
97 H -2.40107 1.43072 -4.35484  0.0596
98 H -3.17705 1.95474 -5.87189  0.3576
99 H -4.64371 2.15600 -3.72606  0.2009
100 H -4.47284 0.47514 -3.39108  0.1258
101 H -5.71861 0.25382 -5.41572  0.3158
102 H -3.69775 -0.14766 -6.34918  0.3257

Max |F| in eV/A: 5.21
Charge: +1
Orbital gap (alpha / beta) in eV: 6.7 / 5.6
Total energy in eV: -112018.0201
Expectation value of S²: 6.057
2S+1: 5

=====

Here is a molecular structure, C20H53BInN4O6S from OMol25. Energies are from ωB97M-V/def2-TZVPD.

Each line ends with the Mulliken charge.
Cartesian coordinates (Å):
1 C -2.44624 1.56156 0.01895  -0.5275
2 C -1.20840 1.51091 0.53478  -0.4440
3 In 0.54439 1.16489 -0.86770  0.4384
4 S -0.42887 0.45748 -3.05609  -0.5846
5 C 1.66423 3.08464 -0.91682  -0.2553
6 C 1.59303 4.00373 -1.87137  -0.5603
7 B 1.79785 -0.56655 -0.01006  0.2046
8 O 1.59441 -1.89236 -0.27823  -0.5102
9 O 2.84368 -0.26768 0.87589  -0.5671
10 H -2.78440 0.74769 -0.61343  0.2731
11 H -3.07866 2.43389 0.20396  0.0926
12 H -1.01869 1.69197 1.59302  0.2998
13 H 0.38437 0.78488 -4.07502  0.0174
14 H 2.33455 3.30662 -0.08437  0.2562
15 H 0.66781 4.31724 -2.34334  0.2027
16 H 2.50397 4.50239 -2.20340  0.0928
17 H 0.98399 -2.00450 -1.02002  0.2813
18 H 2.46681 0.29704 1.56464  0.2721
19 C 3.60636 8.63565 -6.47318  -1.3943
20 C 3.86494 8.42322 -4.98429  0.3655
21 C 3.91126 6.94875 -4.55394  -0.7626
22 O 2.66043 6.30000 -4.49028  -0.2723
23 C 2.11907 5.90588 -5.73611  -0.7429
24 N 2.86863 9.18143 -4.21954  -0.7511
25 H 2.55575 8.51941 -6.73481  0.2965
26 H 3.89055 9.64892 -6.76065  0.3487
27 H 4.19052 7.94035 -7.07988  0.3386
28 H 4.85052 8.84638 -4.76585  0.3795
29 H 4.30493 6.91119 -3.53474  0.3382
30 H 4.60773 6.37377 -5.18074  0.4226
31 H 2.89670 5.56943 -6.42872  0.3190
32 H 1.54078 6.71717 -6.18511  0.2411
33 H 1.43287 5.08008 -5.55082  0.2764
34 H 3.11273 9.14310 -3.23394  0.2758
35 H 1.99001 8.67171 -4.27433  0.3300
36 C -0.23891 -3.50340 1.91339  -1.2100
37 C 0.09400 -3.76920 3.37843  0.4837
38 C 0.12373 -5.25688 3.76043  -0.6592
39 O -1.15331 -5.87392 3.86984  -0.4545
40 C -1.75950 -6.19790 2.63224  -0.7425
41 N -0.83843 -3.01176 4.22350  -0.7252
42 H -1.30614 -3.58394 1.70428  0.2264
43 H 0.05602 -2.49433 1.63826  0.1476
44 H 0.29427 -4.19293 1.25611  0.3159
45 H 1.10081 -3.37903 3.55400  0.4127
46 H 0.57220 -5.33949 4.75283  0.3076
47 H 0.76832 -5.83036 3.08156  0.3986
48 H -1.02387 -6.52958 1.89399  0.3144
49 H -2.32628 -5.35139 2.24217  0.2882
50 H -2.46848 -7.00838 2.81189  0.2697
51 H -0.54066 -3.08762 5.19260  0.2850
52 H -1.73363 -3.49347 4.20198  0.3051
53 C 2.10621 -10.65475 6.62208  -1.3980
54 C 3.04153 -9.47545 6.37098  0.3519
55 C 2.35041 -8.10276 6.39347  -0.7829
56 O 1.56806 -7.79942 5.25683  -0.2643
57 C 0.29951 -8.43555 5.22336  -0.3779
58 N 3.75925 -9.70305 5.11191  -0.7595
59 H 1.52877 -10.92461 5.73944  0.2947
60 H 2.68460 -11.53677 6.89979  0.3395
61 H 1.41012 -10.44216 7.43628  0.3425
62 H 3.77691 -9.47067 7.18151  0.4156
63 H 3.13141 -7.33773 6.41582  0.3438
64 H 1.75704 -7.97261 7.30944  0.4232
65 H -0.14485 -8.51635 6.21984  0.2883
66 H 0.38757 -9.42380 4.76484  0.2274
67 H -0.36100 -7.84057 4.59473  0.0027
68 H 4.47117 -8.98594 5.00436  0.2734
69 H 3.10876 -9.51929 4.35181  0.3297
70 C -5.51395 4.74941 -4.53638  -1.4621
71 C -5.08025 3.72464 -3.49073  0.3970
72 C -5.59004 4.02222 -2.07100  -0.7141
73 O -4.93251 5.08042 -1.39938  -0.3545
74 C -5.31739 6.37806 -1.79873  -0.6728
75 N -3.62315 3.59451 -3.53431  -0.6683
76 H -4.91311 5.65757 -4.50451  0.2824
77 H -5.39734 4.33211 -5.53721  0.3644
78 H -6.56400 5.02691 -4.41052  0.3408
79 H -5.51129 2.76251 -3.78452  0.3949
80 H -5.40605 3.13643 -1.45878  0.3698
81 H -6.67781 4.18906 -2.06606  0.4039
82 H -6.38624 6.43169 -2.03044  0.3025
83 H -4.73088 6.71356 -2.65726  0.2232
84 H -5.10426 7.05680 -0.97219  0.2534
85 H -3.33929 2.82374 -2.93252  0.2157
86 H -3.22568 4.41516 -3.08389  0.3192

Max |F| in eV/A: 2.05
Charge: -1
Orbital gap in eV: 5.8
Total energy in eV: -56527.5893
2S+1: 1

=====

> Number 2 is which compound?

C20H53BInN4O6S

=====

> The highest max |F| belongs to which entry?

C20H52CrO28Tl

=====

> Number 2 is which compound?

C20H53BInN4O6S

=====

> Among the records above, which one has the lowest max |F|?

C20H53BInN4O6S